No. 1
{
  "formula": "C19H35GeN3O6SSiV",
  "method": "the ωB97M-V functional and the def2-TZVPD basis",
  "charge": -2,
  "homo_lumo_gap_ev": [3.91, 7.21],
  "e_tot_ha": -5069.504212,
  "spin_multiplicity": 4,
  "e_homo_ev": [0.6, -2.7],
  "species": ["V", "O", "C", "C", "C", "C", "C", "C", "N", "H", "H", "H", "H", "H", "H", "H", "O", "C", "O", "C", "O", "O", "C", "Si", "C", "C", "O", "H", "H", "H", "H", "H", "H", "H", "H", "H", "C", "N", "C", "C", "N", "C", "S", "H", "H", "H", "H", "H", "H", "H", "H", "C", "Ge", "C", "C", "C", "H", "H", "H", "H", "H", "H", "H", "H", "H", "H", "H"],
  "positions_angstrom": [[-0.778507, -0.066060, -0.363536], [-0.072366, -1.786142, 2.363463], [1.310759, -1.795801, 2.190912], [1.853856, -1.429625, 0.813344], [3.215285, -1.508264, 0.670354], [3.851116, -1.421778, -0.581624], [2.983538, -1.292699, -1.689430], [1.640123, -1.157283, -1.495490], [1.004412, -1.146047, -0.253994], [-0.377157, -0.888778, 2.094916], [1.633104, -2.820128, 2.406761], [1.818888, -1.150858, 2.925707], [3.799757, -1.699117, 1.567526], [4.924943, -1.505923, -0.688098], [3.360463, -1.293096, -2.709612], [0.982451, -1.019471, -2.346016], [-1.729356, 0.651786, -4.234415], [-1.594529, 0.595744, -3.015712], [-1.009898, -0.350571, -2.371372], [-2.114361, 1.759393, -2.092125], [-2.695742, 2.713621, -2.575896], [-1.857321, 1.560563, -0.840582], [1.109618, 2.657640, 2.917083], [-0.577716, 1.949117, 2.453177], [-1.392692, 1.399107, 4.068163], [-1.602360, 3.355499, 1.760186], [-0.401833, 0.693258, 1.476634], [1.030595, 3.483238, 3.633203], [1.616323, 3.024952, 2.019292], [1.739305, 1.877482, 3.356016], [-1.473742, 2.218622, 4.790950], [-0.819658, 0.586970, 4.526466], [-2.399480, 1.018851, 3.868488], [-1.678131, 4.180619, 2.478030], [-2.607115, 3.008913, 1.508387], [-1.163600, 3.727114, 0.831268], [4.403227, 1.980779, -1.931812], [3.394611, 2.006060, -2.963666], [3.634913, 1.280991, -4.200378], [2.280857, 1.379799, -4.899846], [1.404102, 1.536936, -3.761719], [2.047277, 1.991982, -2.671772], [1.365032, 2.403227, -1.219749], [5.300225, 2.496802, -2.282122], [4.653687, 0.953421, -1.646892], [4.005995, 2.488230, -1.055712], [3.901368, 0.234252, -3.986426], [4.443231, 1.736298, -4.775394], [2.028396, 0.492127, -5.476853], [2.238193, 2.254019, -5.560197], [0.401949, 1.604114, -3.869168], [-2.948705, -4.238762, 0.430935], [-3.305815, -2.463956, 1.226475], [-5.290562, -2.324861, 1.297308], [-2.824461, -2.655666, 3.123957], [-2.623447, -1.062971, 0.101205], [-3.455523, -5.030189, 0.990641], [-1.875203, -4.440007, 0.435802], [-3.293430, -4.265529, -0.605226], [-5.734013, -3.177975, 1.820694], [-5.707175, -2.276688, 0.288375], [-5.577371, -1.409971, 1.822840], [-3.492038, -3.395342, 3.574720], [-2.931657, -1.708746, 3.660637], [-1.788088, -2.971137, 3.226066], [-3.222567, -0.174959, 0.344920], [-2.961977, -1.373125, -0.900064]],
  "forces_ev_per_a": [[-0.2, 0.1, 0.3], [0.1, 0.0, -0.1], [0.0, 0.1, -0.1], [0.0, 0.0, -0.1], [0.0, 0.0, -0.1], [0.0, 0.0, 0.1], [-0.1, 0.0, 0.0], [-0.1, -0.1, 0.0], [0.0, 0.1, -0.2], [0.0, 0.2, 0.0], [0.0, 0.0, 0.0], [-0.1, 0.1, 0.0], [0.0, 0.0, 0.0], [0.0, 0.0, 0.0], [-0.1, -0.1, 0.1], [0.0, -0.1, 0.1], [0.2, 0.1, -0.1], [0.0, -0.1, 0.2], [-0.1, 0.1, -0.2], [0.1, -0.2, 0.2], [0.0, 0.1, 0.0], [0.1, 0.1, -0.2], [0.1, 0.0, 0.0], [0.0, -0.1, 0.0], [0.0, 0.0, 0.0], [0.0, 0.0, 0.0], [-0.1, -0.1, 0.0], [0.0, 0.0, 0.0], [0.0, 0.0, 0.0], [0.0, 0.0, 0.0], [0.0, 0.0, 0.0], [0.0, 0.0, 0.0], [0.0, 0.0, 0.0], [0.0, 0.0, 0.0], [0.0, 0.0, 0.0], [0.0, 0.0, 0.0], [0.0, 0.0, 0.0], [-0.1, 0.0, -0.1], [0.1, -0.1, 0.0], [0.0, 0.0, 0.1], [-0.2, 0.1, -0.3], [0.3, -0.2, 0.2], [-0.1, 0.1, 0.0], [0.0, 0.0, 0.0], [0.0, 0.0, 0.0], [0.0, 0.0, 0.0], [0.0, 0.2, 0.0], [0.0, 0.0, 0.0], [0.0, 0.0, 0.0], [0.0, 0.0, 0.0], [-0.1, -0.1, 0.1], [0.0, 0.0, 0.0], [0.1, -0.2, 0.0], [0.0, 0.0, 0.0], [0.0, 0.1, 0.1], [0.1, 0.0, 0.0], [0.0, 0.0, 0.0], [0.0, 0.0, 0.0], [0.0, 0.0, 0.0], [0.0, 0.0, 0.0], [0.0, 0.0, 0.0], [0.0, 0.0, 0.0], [0.0, 0.0, 0.0], [0.0, 0.0, 0.0], [-0.1, 0.0, 0.0], [0.1, 0.0, 0.0], [0.0, 0.0, 0.0]]
}



No. 2
{
  "formula": "C19H35N2OS",
  "method": "the ωB97M-V functional and the def2-TZVPD basis",
  "charge": 1,
  "homo_lumo_gap_ev": 8.31,
  "e_tot_ha": -1327.627058,
  "e_homo_ev": -12.4,
  "species": ["C", "C", "C", "C", "C", "C", "C", "C", "C", "C", "C", "N", "N", "C", "C", "C", "S", "C", "C", "O", "C", "C", "C", "H", "H", "H", "H", "H", "H", "H", "H", "H", "H", "H", "H", "H", "H", "H", "H", "H", "H", "H", "H", "H", "H", "H", "H", "H", "H", "H", "H", "H", "H", "H", "H", "H", "H", "H"],
  "positions_angstrom": [[3.333390, -2.886450, 0.682199], [4.718282, -2.438628, 0.173886], [4.679720, -1.847521, -1.236328], [3.867791, -0.542756, -1.414109], [3.584644, 0.282355, -0.156475], [3.253333, 1.738186, -0.488075], [2.672470, 2.528263, 0.701943], [1.314999, 3.201628, 0.420642], [0.108334, 2.459422, 1.024779], [-0.932797, 1.939203, 0.084091], [-0.696878, 1.682612, -1.273731], [-1.581176, 1.173118, -2.108043], [-2.767312, 0.907032, -1.622171], [-3.701637, 0.254334, -2.568387], [-3.853523, -1.227287, -2.252549], [-2.559936, -2.036060, -2.407673], [-1.620885, -2.153354, -0.847584], [-3.115645, 1.109855, -0.358395], [-2.185577, 1.621464, 0.543377], [-2.520420, 1.799989, 1.827877], [-2.557022, 0.600941, 2.656609], [-3.965937, 0.063765, 2.870503], [-3.944747, -1.448002, 3.107518], [3.319301, -3.951353, 0.920454], [2.560685, -2.713107, -0.073352], [3.033743, -2.349300, 1.584909], [5.165177, -1.728556, 0.873888], [5.398094, -3.293545, 0.158651], [4.254971, -2.610291, -1.897358], [5.702792, -1.687300, -1.587073], [4.391763, 0.098411, -2.131078], [2.908894, -0.783209, -1.888993], [4.442743, 0.255547, 0.520557], [2.731440, -0.146844, 0.382215], [4.158372, 2.230363, -0.853934], [2.543357, 1.744455, -1.325881], [3.383421, 3.290676, 1.022241], [2.562328, 1.844719, 1.550101], [1.203359, 3.310710, -0.661078], [1.310879, 4.219173, 0.813451], [-0.404681, 3.078493, 1.765157], [0.455174, 1.581880, 1.587035], [0.269232, 1.888907, -1.719671], [-4.654429, 0.781718, -2.501823], [-3.263605, 0.417517, -3.551078], [-4.637024, -1.633970, -2.894478], [-4.216585, -1.329536, -1.223621], [-1.909731, -1.597769, -3.165814], [-2.790551, -3.048625, -2.733559], [-0.474902, -1.626219, -1.292410], [-4.126156, 0.859537, -0.067338], [-2.110952, 0.912842, 3.600755], [-1.909049, -0.156549, 2.203403], [-4.422778, 0.565576, 3.725886], [-4.587501, 0.305023, 2.004767], [-4.884513, -1.788389, 3.541490], [-3.136265, -1.733378, 3.784147], [-3.796471, -1.989719, 2.169528]],
  "forces_ev_per_a": [[0.0, 0.0, 0.0], [-0.1, 0.0, 0.0], [0.0, 0.0, 0.0], [0.0, 0.0, -0.1], [0.0, 0.1, -0.1], [0.0, -0.1, 0.0], [0.0, 0.0, 0.0], [0.0, 0.0, 0.0], [0.0, 0.0, 0.0], [0.8, 0.2, -0.3], [0.1, 0.0, -0.1], [0.3, 0.0, 0.0], [-0.2, -0.1, 0.1], [-0.1, 0.0, 0.0], [0.1, 0.0, 0.2], [-0.1, 0.0, -0.2], [0.1, 0.1, 0.1], [0.1, 0.1, 0.0], [-0.8, -0.4, 0.3], [-0.1, 0.2, 0.1], [0.0, -0.1, 0.1], [0.0, -0.1, 0.1], [0.0, 0.0, -0.1], [0.0, 0.1, 0.0], [0.0, 0.0, 0.0], [0.0, 0.0, 0.0], [0.0, 0.0, -0.1], [0.0, 0.0, 0.0], [0.1, 0.1, 0.0], [0.0, 0.0, 0.1], [0.0, -0.1, 0.0], [0.0, 0.1, 0.0], [-0.1, 0.0, 0.0], [0.1, -0.1, 0.1], [-0.1, 0.0, -0.1], [0.0, 0.0, 0.0], [0.0, 0.0, 0.0], [0.0, 0.1, 0.0], [0.0, 0.1, 0.1], [0.0, -0.1, 0.0], [0.0, -0.1, -0.1], [0.0, 0.1, 0.0], [-0.1, -0.1, 0.0], [0.0, 0.0, 0.0], [-0.1, 0.0, 0.0], [0.1, 0.1, -0.1], [-0.1, -0.1, -0.1], [0.0, 0.0, 0.0], [0.0, 0.0, 0.1], [0.1, 0.0, 0.0], [0.0, 0.0, -0.1], [0.0, -0.1, 0.0], [-0.1, 0.0, -0.1], [0.0, 0.1, -0.1], [0.0, 0.0, 0.0], [0.1, 0.0, 0.0], [-0.1, 0.0, 0.0], [0.1, 0.0, 0.1]]
}



No. 3
{
  "formula": "C19H35N4O12",
  "method": "the ωB97M-V functional and the def2-TZVPD basis",
  "charge": 1,
  "homo_lumo_gap_ev": 7.82,
  "e_tot_ha": -1866.535831,
  "e_homo_ev": -11.9,
  "species": ["C", "C", "O", "N", "C", "C", "C", "C", "N", "C", "C", "N", "O", "N", "O", "C", "C", "H", "H", "H", "H", "H", "H", "H", "H", "H", "H", "H", "H", "H", "H", "H", "H", "H", "C", "O", "C", "O", "O", "C", "H", "H", "H", "H", "H", "H", "C", "O", "C", "O", "O", "C", "H", "H", "H", "H", "H", "H", "C", "O", "C", "O", "O", "C", "H", "H", "H", "H", "H", "H"],
  "positions_angstrom": [[4.689704, -0.240200, -2.474094], [3.505556, 0.434438, -1.856688], [3.264897, 0.355721, -0.681266], [2.660218, 1.152986, -2.735155], [2.013018, 2.304406, -2.094536], [0.643359, 2.617261, -2.707263], [-0.496965, 2.151376, -1.775622], [-1.767534, 3.002332, -1.910907], [-2.977501, 2.196824, -2.175266], [-3.862344, 2.514924, -3.177288], [-4.856026, 1.582259, -3.181777], [-4.511320, 0.722052, -2.168075], [-5.255597, -0.381097, -1.852657], [-5.293153, -1.265086, -3.090554], [-5.703878, -2.279408, -2.807401], [-3.390825, 1.090558, -1.538966], [-2.762348, 0.388583, -0.405666], [5.322689, 0.486734, -2.975622], [5.235763, -0.761779, -1.698014], [4.362132, -0.947810, -3.236482], [2.018425, 0.546983, -3.226976], [1.920940, 2.193011, -1.017381], [2.653810, 3.168615, -2.268174], [0.566751, 2.105445, -3.664657], [0.539995, 3.690157, -2.854341], [-0.752732, 1.129297, -2.057353], [-0.148238, 2.115182, -0.746795], [-1.641241, 3.624161, -2.792199], [-1.935805, 3.676416, -1.075276], [-3.752899, 3.352769, -3.838820], [-5.724519, 1.504205, -3.804023], [-1.983330, 0.994540, 0.039997], [-3.495743, 0.191750, 0.373864], [-2.359146, -0.573956, -0.714572], [-0.238700, 6.568362, 2.112904], [0.665447, 5.634629, 2.708619], [0.614848, 4.409173, 2.205012], [-0.111893, 4.038855, 1.310384], [1.501347, 3.655070, 2.846494], [1.537050, 2.302598, 2.393795], [-0.083468, 7.513963, 2.622327], [-0.021681, 6.690023, 1.053345], [-1.269157, 6.248017, 2.253741], [1.808473, 2.271475, 1.338973], [0.572679, 1.821079, 2.549499], [2.294602, 1.778096, 2.967687], [2.204173, -1.476093, 1.126119], [2.658917, -1.683756, 2.469421], [2.878866, -2.965491, 2.752732], [2.707555, -3.878467, 1.984621], [3.304340, -3.060751, 4.006760], [3.574882, -4.397094, 4.441281], [2.044715, -0.416220, 1.000678], [2.952842, -1.816197, 0.420517], [1.259430, -1.998912, 0.964818], [4.360607, -4.845483, 3.836792], [2.672620, -5.004157, 4.398125], [3.910111, -4.323736, 5.471074], [0.478909, -6.117960, 1.350564], [-0.794369, -5.714611, 1.878129], [-1.539871, -4.981897, 1.068560], [-1.255578, -4.617662, -0.044836], [-2.684843, -4.703882, 1.703987], [-3.600757, -3.918522, 0.951613], [0.964917, -6.698871, 2.127996], [0.349020, -6.744207, 0.469648], [1.093967, -5.254044, 1.118321], [-3.897537, -4.436037, 0.040574], [-3.165280, -2.948805, 0.707735], [-4.473299, -3.772130, 1.581994]],
  "forces_ev_per_a": [[-0.1, -0.1, -0.1], [-0.2, -0.7, -0.4], [0.4, 0.6, 0.5], [0.0, 0.5, 0.4], [-0.2, 0.5, -0.7], [-0.1, -0.2, 0.9], [-0.1, -0.3, -0.4], [0.5, -0.2, -0.2], [-0.1, 0.2, 0.1], [-0.8, -0.5, -0.3], [1.0, 0.8, 0.2], [-1.1, -0.5, -0.3], [0.4, 0.7, 1.0], [0.3, -0.6, -0.7], [-0.2, 0.0, 0.0], [0.2, 0.2, -0.4], [-0.2, -0.1, 0.4], [0.0, 0.1, 0.0], [0.1, -0.1, 0.0], [0.0, 0.0, -0.1], [0.2, -0.1, -0.2], [0.0, -0.2, 0.0], [0.2, 0.0, 0.0], [-0.1, 0.3, -0.2], [0.1, 0.1, -0.2], [0.0, -0.1, 0.1], [-0.1, 0.2, 0.1], [-0.2, 0.1, -0.1], [0.0, -0.2, 0.2], [0.2, 0.1, 0.1], [-0.1, -0.2, 0.1], [0.1, 0.0, -0.1], [-0.2, 0.0, 0.0], [0.1, 0.0, -0.1], [-0.1, 0.2, 0.0], [0.0, 0.0, 0.0], [0.2, 0.1, 0.2], [-0.1, 0.0, -0.1], [-0.1, 0.0, -0.1], [0.1, -0.3, -0.1], [0.1, -0.1, 0.1], [0.0, -0.1, 0.0], [0.0, -0.1, -0.1], [0.0, -0.1, 0.0], [0.0, 0.0, 0.0], [0.0, 0.2, 0.1], [-0.4, -0.1, 0.1], [-0.1, 0.1, 0.0], [0.0, 0.1, 0.0], [0.1, -0.1, 0.1], [0.0, 0.0, 0.0], [0.1, -0.2, 0.2], [0.1, 0.1, 0.2], [0.0, 0.0, 0.0], [0.1, -0.1, 0.0], [-0.1, 0.0, -0.1], [0.0, 0.0, -0.1], [0.0, 0.1, 0.0], [0.2, -0.1, -0.1], [0.0, 0.0, 0.0], [0.1, -0.1, 0.1], [0.0, 0.1, 0.0], [0.0, 0.0, 0.0], [-0.2, 0.0, 0.0], [-0.1, 0.0, 0.1], [-0.1, 0.1, 0.0], [-0.1, 0.0, 0.0], [0.1, 0.0, -0.1], [0.0, 0.0, -0.1], [0.1, -0.1, 0.1]]
}



Which of these has the lowest charge? C19H35GeN3O6SSiV



Number 2 is which compound? C19H35N2OS